Entry 1:
Formula: C4H7NO
Source: the OMol25 dataset
Level of theory: ωB97M-V/def2-TZVPD

Structure (ORCA input):
```
! RIJCOSX wB97M-V def2-TZVPD def2/J DEFGRID3
* xyz 0 1
C -0.28 0.09 -0.01
C -1.63 -0.65 -0.42
C 0.87 -0.85 0.40
C 0.69 1.85 0.26
N -1.63 -0.22 0.75
O -2.13 -1.43 -1.34
H 1.67 -0.75 -0.31
H 0.41 -1.75 0.26
H 1.11 -0.74 1.42
H 1.42 1.47 0.95
H -0.05 2.49 0.68
H 0.96 2.18 -0.75
H -1.42 -1.70 -1.89
*
```

- frontier orbital gap (eV) = 9.587
- HOMO energy (eV) = -9.07

Entry 2:
Formula: C5H12N2
Source: the OMol25 dataset
Level of theory: ωB97M-V/def2-TZVPD

Structure (ORCA input):
```
! RIJCOSX wB97M-V def2-TZVPD def2/J DEFGRID3
* xyz 0 1
C 0.08 -1.30 0.20
C 0.11 0.00 0.01
C 1.39 0.46 -0.65
C 2.69 0.11 0.28
C -0.99 1.02 0.41
N -2.26 0.27 0.60
N -2.81 -0.16 -0.68
H -0.67 -1.86 0.62
H 0.91 -1.78 -0.05
H 1.40 0.04 -1.58
H 1.26 1.57 -0.92
H 3.48 0.91 -0.11
H 2.96 -0.93 0.04
H 2.51 0.37 1.39
H -0.64 1.36 1.32
H -1.02 1.75 -0.38
H -2.10 -0.47 1.18
H -2.49 -0.96 -1.19
H -3.79 -0.39 -0.50
*
```

- SMILES string = C=C(CC)CNN
- frontier orbital gap (eV) = 10.011
- HOMO energy (eV) = -8.98

Entry 3:
Formula: C3H3BrS
Source: the OMol25 dataset
Level of theory: ωB97M-V/def2-TZVPD

Structure (ORCA input):
```
! RIJCOSX wB97M-V def2-TZVPD def2/J DEFGRID3
* xyz 0 1
Br -1.16 -1.77 0.97
C -0.56 0.07 1.02
C 0.28 0.37 -0.37
C 0.80 -0.12 -1.47
S 0.60 1.68 -1.52
H -1.32 0.71 1.27
H 0.10 0.12 1.86
H 1.25 -1.05 -1.76
*
```

- SMILES string = BrCC1=CS1
- frontier orbital gap (eV) = 8.307
- HOMO energy (eV) = -7.79

Entry 4:
Formula: C2H3N3S2
Source: the OMol25 dataset
Level of theory: ωB97M-V/def2-TZVPD

Structure (ORCA input):
```
! RIJCOSX wB97M-V def2-TZVPD def2/J DEFGRID3
* xyz 0 1
N 0.62 2.62 -1.88
C 0.37 1.82 -1.11
C 0.34 0.67 -0.22
N -0.07 0.80 0.97
S -0.26 -0.31 2.23
N 0.69 -0.53 -0.84
S -0.63 -1.61 -0.95
H 0.32 -1.46 1.73
H 1.26 -0.31 -1.66
H -0.16 -2.64 -0.25
*
```

- SMILES string = N#C/C(=N/S)NS
- frontier orbital gap (eV) = 9.287
- HOMO energy (eV) = -9.39